No. 1
Below is a cluster of 2 separate species, C2H6N2O in total at a distorted geometry, with properties calculated with ωB97M-V/def2-TZVPD.

Geometry as XYZ:
```
11
Properties=species:S:1:pos:R:3:nbo_charge:R:1
O -0.989 1.761 0.331 -0.322
N -0.038 1.005 0.614 0.345
N 0.113 -0.157 0.947 -0.211
C -1.111 -0.951 1.204 -0.461
C 1.515 0.416 -1.714 -0.502
H -1.290 -0.952 2.235 0.218
H -1.948 -0.325 0.713 0.206
H 0.915 0.604 -2.552 0.166
H -0.964 -1.923 0.779 0.220
H 2.283 1.087 -1.470 0.161
H 1.513 -0.564 -1.086 0.181
```

Output
- energy relative to the best compared isomer or geometry (same formula, charge and spin) (kJ/mol) = 659.9
- energy (a.u.) = -264.33599
- HOMO-LUMO gap (spin up / spin down) (eV) = 10.1057 / 7.5454


No. 2
Below is a structure of composition C10H6CdN2O5 at a distorted geometry, with properties calculated with ωB97M-V/def2-TZVPD.

Geometry as XYZ:
```
24
Properties=species:S:1:pos:R:3:nbo_charge:R:1
Cd -0.017 -0.110 -1.275 1.483
O -2.783 -1.927 -1.977 -0.300
O -2.075 2.794 -1.779 -0.332
O 0.023 0.216 -6.211 -0.407
O 2.231 -2.534 -1.982 -0.298
O 2.688 2.225 -1.778 -0.337
N 0.030 0.153 0.839 -0.738
N -0.277 -2.149 1.055 -0.789
C 0.067 0.575 3.541 -0.078
C 1.807 1.473 -1.831 0.423
C 1.457 -1.690 -1.906 0.393
C 0.179 1.414 1.312 0.044
C 0.199 1.652 2.676 -0.247
C -1.414 1.875 -1.829 0.422
C -1.830 -1.283 -1.911 0.395
C 0.019 0.179 -5.073 0.429
C -0.107 -0.919 1.641 0.398
C -0.086 -0.698 3.022 -0.253
H 0.079 0.729 4.607 0.265
H -0.227 -2.299 0.027 0.365
H -0.352 -2.974 1.622 0.441
H 0.319 2.668 3.029 0.266
H -0.199 -1.578 3.625 0.249
H 0.271 2.209 0.557 0.206
```

Output
- energy relative to the best compared isomer or geometry (same formula, charge and spin) (kJ/mol) = 0.0
- energy (a.u.) = -1037.47625
- charge = +2
- HOMO-LUMO gap (eV) = 7.6197


No. 3
Below is a cluster of 3 separate species, C5H11NO in total, with properties calculated with ωB97M-V/def2-TZVPD.

Geometry as XYZ:
```
18
Properties=species:S:1:pos:R:3:nbo_charge:R:1
O 2.610 -0.459 -1.421 -0.545
N 1.412 -0.525 0.571 -0.532
C -2.109 -0.415 -0.628 -0.371
C 0.413 1.370 1.690 -0.688
C -1.489 0.740 -0.836 -0.421
C 0.994 0.677 0.494 0.224
C 1.962 -1.070 -0.606 0.534
H 1.075 1.226 -0.450 0.182
H -0.856 -1.960 0.422 -0.032
H -0.061 2.317 1.422 0.218
H -0.213 -1.735 0.728 0.028
H -0.886 0.914 -1.724 0.201
H 1.770 -2.155 -0.692 0.122
H 1.210 1.573 2.412 0.245
H -2.045 -1.232 -1.341 0.200
H -2.689 -0.603 0.274 0.199
H -1.564 1.556 -0.122 0.193
H -0.324 0.725 2.179 0.243
```

Output
- energy relative to the best compared isomer or geometry (same formula, charge and spin) (kJ/mol) = 342.5
- energy (a.u.) = -327.00089
- SMILES string = C/C=N/C=O.[H][H].C=C
- HOMO-LUMO gap (eV) = 10.2812


No. 4
Below is a structure of composition C28H32BN8OReS2, with properties calculated with ωB97M-V/def2-TZVPD.

Geometry as XYZ:
```
73
Properties=species:S:1:pos:R:3:mulliken_spin:R:1
Re -0.388 -0.982 -0.183 2.191
S -0.976 -1.383 2.036 0.157
S -0.446 -3.292 -0.513 0.129
O 5.237 3.321 3.381 0.000
N 0.816 1.957 -0.340 -0.040
N -0.636 -0.950 -2.493 0.033
N -2.645 -0.920 -0.388 0.076
N 1.298 0.349 2.690 0.018
N 2.547 0.013 -0.441 -0.079
N 3.674 4.384 4.622 0.000
N 1.696 -1.018 -0.219 0.110
N -0.248 1.191 -0.010 0.167
C -2.084 -0.700 -2.796 -0.043
C 0.265 -3.606 -4.989 0.023
C 0.162 -4.609 -2.814 0.033
C -3.199 -0.290 0.817 0.018
C 3.789 -1.817 -0.266 0.002
C -4.172 0.797 3.169 -0.005
C 2.461 -2.135 -0.108 0.008
C 0.380 -4.726 -4.174 -0.011
C -3.038 0.000 3.194 0.025
C 4.108 3.380 3.817 0.000
C 0.878 1.577 2.970 -0.008
C 0.489 3.244 -0.260 0.024
C -4.827 1.041 1.969 0.013
C 0.224 0.133 -3.041 0.031
C 3.530 1.049 3.188 0.000
C -2.872 -0.136 -1.627 0.046
C -0.058 -2.380 -4.434 -0.011
C 3.793 -0.446 -0.478 0.052
C -1.246 2.048 0.299 -0.010
C 1.729 2.604 3.354 0.001
C -3.342 -2.238 -0.483 0.017
C -0.149 -3.371 -2.248 -0.024
C 2.602 0.094 2.808 0.002
C -4.353 0.475 0.794 -0.011
C 3.085 2.332 3.465 0.000
C -0.253 -2.254 -3.063 0.084
C -0.830 3.354 0.147 0.007
C -2.528 -0.531 2.012 -0.002
B 2.292 1.543 -0.643 0.012
H 4.636 -2.479 -0.242 0.001
H -2.969 -2.818 -1.322 -0.010
H -4.874 0.670 -0.134 0.000
H 2.985 2.116 0.153 0.000
H -3.927 -0.143 -1.912 -0.004
H -0.190 1.748 2.871 -0.006
H 1.336 3.599 3.516 0.001
H 0.010 1.065 -2.523 -0.006
H 2.793 4.349 5.099 0.000
H -4.537 1.238 4.086 0.000
H 4.584 0.819 3.263 0.000
H 0.410 -3.691 -6.056 0.001
H 4.350 5.069 4.917 0.000
H 0.047 0.285 -4.106 0.001
H 4.613 0.231 -0.648 0.001
H -2.575 0.893 -1.435 0.000
H -5.701 1.676 1.942 0.000
H -2.199 1.701 0.650 -0.003
H -2.514 -0.193 4.121 -0.001
H -2.526 -1.640 -3.121 0.002
H 2.012 -3.090 0.090 -0.008
H 2.910 -0.921 2.577 -0.002
H 1.216 4.003 -0.495 0.000
H 0.639 -5.688 -4.594 0.000
H 0.222 -5.474 -2.167 0.001
H -0.169 -1.527 -5.089 0.001
H 2.548 1.835 -1.787 0.000
H -3.163 -2.799 0.429 -0.006
H -2.175 0.006 -3.624 -0.004
H 1.268 -0.127 -2.885 0.004
H -1.410 4.245 0.305 0.000
H -4.413 -2.060 -0.603 0.002
```

Output
- energy relative to the best compared isomer or geometry (same formula, charge and spin) (kJ/mol) = 47.1
- energy (a.u.) = -2498.87110
- 2S+1 = 4
- charge = +1
- HOMO-LUMO gap (spin up / spin down) (eV) = 8.3850 / 6.7296